Entry from the Open Molecules 2025 dataset: a 3-piece molecular cluster, C38H58IN3O5P2S overall in a non-equilibrium geometry (ωB97M-V/def2-TZVPD).

```
! wB97M-V def2-TZVPD RIJCOSX def2/J DEFGRID3
* xyz 0 3
C 5.02 -3.26 -2.23
C 4.30 -2.74 -3.05
C 3.34 -1.96 -3.97
N 2.10 -1.73 -3.20
C 2.06 -0.44 -2.57
C 2.97 -0.26 -1.48
C 3.05 0.97 -0.82
C 2.21 2.09 -1.18
I 2.33 3.95 -0.10
C 1.31 1.93 -2.26
C 0.39 3.12 -2.65
C -0.82 3.12 -1.61
C -2.22 3.35 -2.25
C -2.59 2.34 -3.38
C -3.29 3.14 -1.11
C 1.27 0.67 -2.92
S 0.12 0.55 -4.30
C -0.06 -1.25 -4.45
C -1.22 -1.68 -5.13
C -1.43 -3.07 -5.32
P -2.98 -3.63 -6.19
O -4.16 -2.70 -5.43
O -2.95 -2.99 -7.74
C -0.46 -3.95 -4.80
C 0.70 -3.52 -4.11
P 1.85 -4.83 -3.55
O 2.94 -4.98 -4.57
C 0.91 -2.11 -3.90
H 5.35 -3.75 -1.32
H 3.89 -1.02 -4.21
H 3.21 -2.60 -4.87
H 3.66 -1.05 -1.15
H 3.78 1.07 0.00
H 0.04 3.05 -3.70
H 0.93 4.07 -2.48
H -0.60 3.84 -0.80
H -0.85 2.10 -1.16
H -2.38 4.39 -2.60
H -3.70 2.36 -3.46
H -2.31 1.30 -3.13
H -2.21 2.67 -4.37
H -4.31 3.37 -1.48
H -3.30 2.07 -0.83
H -3.06 3.74 -0.21
H -1.93 -0.91 -5.49
H -3.87 -1.77 -5.37
H -3.17 -2.04 -7.70
H -0.62 -5.03 -4.94
H 1.10 -6.04 -3.58
H 2.40 -4.58 -2.27
C -8.81 0.72 1.63
C -7.39 0.86 1.02
C -6.63 -0.47 1.12
C -6.14 -0.79 2.53
C -5.35 0.38 3.11
C -6.12 1.71 3.05
N -6.67 1.99 1.69
O -5.67 2.35 0.92
C -7.25 1.68 4.10
C -5.20 2.84 3.53
C -7.65 1.15 -0.47
H -9.14 1.66 2.08
H -9.55 0.47 0.88
H -8.86 -0.06 2.39
H -5.76 -0.44 0.45
H -7.26 -1.28 0.76
H -6.98 -1.04 3.18
H -5.50 -1.68 2.50
H -5.08 0.16 4.14
H -4.41 0.47 2.56
H -7.86 2.59 4.03
H -6.84 1.64 5.10
H -7.91 0.82 4.01
H -4.29 2.92 2.95
H -4.90 2.67 4.57
H -5.72 3.80 3.50
H -8.19 2.09 -0.60
H -8.26 0.35 -0.90
H -6.74 1.19 -1.06
C 8.31 -0.64 2.17
C 7.04 0.23 2.35
C 7.20 1.17 3.56
C 7.08 0.46 4.91
C 5.80 -0.36 4.98
C 5.65 -1.33 3.80
N 5.84 -0.66 2.48
O 4.77 0.06 2.23
C 6.65 -2.49 3.97
C 4.28 -2.02 3.89
C 6.99 1.09 1.08
H 8.07 -1.62 1.76
H 9.01 -0.19 1.47
H 8.86 -0.78 3.10
H 6.44 1.95 3.52
H 8.17 1.67 3.50
H 7.95 -0.18 5.08
H 7.08 1.20 5.71
H 5.78 -0.91 5.92
H 4.95 0.33 5.01
H 6.61 -3.17 3.11
H 6.40 -3.08 4.86
H 7.68 -2.17 4.11
H 3.45 -1.31 3.89
H 4.20 -2.59 4.82
H 4.13 -2.71 3.06
H 6.87 0.47 0.19
H 7.92 1.65 0.98
H 6.19 1.83 1.10
*
```

electronic energy	-3401.61535	Ha
gap between HOMO and LUMO	0.290	Ha
HOMO	-8.010	eV
E_LUMO	-0.12	eV